ORCA calculation (wB97M-V/def2-TZVPD) on C23H25NNa as an isolated structure at a distorted geometry.

```
! wB97M-V def2-TZVPD RIJCOSX def2/J DEFGRID3
* xyz 1 1
C -5.8068 -1.7130 -0.9720
C -5.5608 -0.2299 -1.2439
C -4.5005 0.3735 -0.3361
N -3.2862 -0.4461 -0.2564
C -2.1042 0.1558 -0.2198
C -0.8566 -0.5046 -0.2113
C 0.2744 0.1635 -0.6433
C 1.5290 -0.5113 -0.9067
C 2.2577 -0.2498 -2.0889
C 3.4409 -0.9414 -2.3550
C 4.0045 -1.7705 -1.3751
C 3.3006 -2.0087 -0.1882
C 2.0645 -1.4084 0.0345
C -3.4883 -1.8536 0.0817
C -4.5164 -2.5239 -0.8309
H -6.3737 -1.8030 -0.0358
H -6.4228 -2.1370 -1.7720
H -5.2613 -0.0879 -2.2897
H -6.4875 0.3326 -1.1024
H -4.2065 1.3601 -0.7103
H -4.8984 0.4850 0.6837
H -2.1214 1.2529 -0.3260
H -0.8079 -1.5698 0.0339
H 0.1527 1.1761 -1.0384
H 1.8289 0.4486 -2.8226
H 3.9401 -0.8115 -3.3226
H 4.9630 -2.2681 -1.5551
H 3.7141 -2.6697 0.5778
H 1.5090 -1.5806 0.9624
H -2.5424 -2.4053 0.0372
H -3.8602 -1.9040 1.1202
H -4.7381 -3.5182 -0.4227
H -4.0639 -2.6817 -1.8188
C 2.1602 0.8296 3.2634
Na 4.3941 1.0586 -1.2051
C 0.8124 0.9445 2.8437
C 0.7901 1.6608 1.6171
C 2.1196 2.0598 1.2801
C 2.9999 1.4878 2.2873
C 4.3779 1.6793 2.1674
C 4.8773 2.4946 1.1459
C 4.0131 3.0986 0.2051
C 2.6473 2.7940 0.2090
H 2.5233 0.3261 4.1590
H -0.0639 0.5547 3.3648
H -0.0911 1.9808 1.0692
H 5.0307 1.2213 2.9155
H 5.9485 2.7115 1.0989
H 4.4167 3.7925 -0.5418
H 1.9685 3.1553 -0.5668
*
```

Results
E: -1108.227325 Ha
LUMO energy: -4.087 eV
HOMO energy: -8.7 eV
Kohn-Sham gap: 0.1678 Ha